Record 1
The ion C23H27F2 with charge +1 in a non-equilibrium geometry. Source: the Open Molecules 2025 dataset; level of theory: ωB97M-V with the def2-TZVPD basis set.

Properties
Strongest force on any atom, eV/Å: 2.682
Multiplicity: 1
E_tot, eV: -29713.9876
Gap between HOMO and LUMO, eV: 6.6
Molecular weight, g mol⁻¹: 341.46
Net charge: +1

Each line ends with the Löwdin charge.
Atoms and positions in Å:
C1 1.73 -4.37 3.07  -0.207
C2 0.75 -3.74 4.05  -0.207
C3 -0.53 -3.14 3.44  -0.175
C4 -0.29 -1.81 2.68  -0.121
C5 0.38 -1.81 1.34  -0.068
C6 0.03 -0.80 0.39  -0.050
C7 1.16 -3.04 0.91  -0.105
C8 2.24 -3.45 1.94  -0.175
H1 2.59 -4.76 3.65  0.123
H2 1.24 -5.23 2.61  0.117
H3 0.48 -4.48 4.81  0.123
H4 1.27 -2.91 4.56  0.116
H5 -1.02 -3.85 2.78  0.118
H6 -1.22 -3.01 4.28  0.123
H7 -1.28 -1.33 2.63  0.134
H8 0.27 -1.15 3.35  0.151
H9 0.63 -0.96 -0.53  0.137
H10 -1.10 -0.79 0.51  0.156
H11 0.57 -3.97 0.69  0.159
H12 1.70 -2.80 -0.02  0.122
H13 2.69 -2.54 2.36  0.121
H14 3.07 -3.98 1.46  0.126
C9 -4.74 0.40 -3.74  -0.030
C10 -3.61 0.50 -2.78  -0.222
C11 -3.12 1.73 -2.38  -0.176
F1 -3.70 2.86 -2.90  0.068
C12 -2.07 1.86 -1.45  0.032
C13 -1.35 0.72 -1.06  -0.214
C14 -0.18 0.89 -0.07  -0.064
C15 0.92 1.83 -0.68  -0.186
C16 0.77 2.58 -1.87  0.034
C17 1.45 3.80 -2.10  -0.163
F2 1.05 4.49 -3.25  0.042
C18 2.45 4.33 -1.27  -0.183
C19 3.23 5.57 -1.59  -0.026
C20 2.69 3.50 -0.14  0.001
C21 1.94 2.31 0.15  -0.042
C22 -1.84 -0.54 -1.53  -0.047
C23 -2.99 -0.65 -2.31  -0.010
H15 -5.02 -0.67 -3.81  0.089
H16 -5.61 0.98 -3.39  0.099
H17 -4.45 0.78 -4.74  0.107
H18 -1.79 2.84 -1.12  0.135
H19 -0.60 1.41 0.92  0.192
H20 0.04 2.26 -2.63  0.126
H21 4.12 5.64 -0.97  0.082
H22 3.58 5.61 -2.62  0.091
H23 2.63 6.48 -1.45  0.095
H24 3.44 3.78 0.60  0.116
H25 2.10 1.76 1.06  0.103
H26 -1.29 -1.46 -1.33  0.107
H27 -3.38 -1.64 -2.54  0.122

***

Record 2
A structure of composition C17H25ClN7O9RuS2SeTe. Source: the Open Molecules 2025 dataset; level of theory: ωB97M-V with the def2-TZVPD basis set.

Properties
Strongest force on any atom, eV/Å: 0.766
⟨S²⟩: 0.76
Multiplicity: 2
E_tot, eV: -156298.0429
Gap between HOMO and LUMO (spin up / spin down), eV: 3.6 / 4.6
Molecular weight, g mol⁻¹: 878.64
Net charge: -2

Each line ends with the Löwdin charge.
Atoms and positions in Å:
Ru1 0.83 0.87 0.32  0.688
O1 0.21 -2.51 -1.16  -0.294
Cl1 0.44 -1.93 0.11  0.679
O2 0.57 -2.95 1.12  -0.330
O3 1.66 -1.10 0.11  -0.450
O4 -0.64 -1.02 0.46  -0.437
C1 -0.78 -2.89 3.88  -0.043
N1 0.49 -3.05 4.54  -0.073
C2 1.46 -2.09 4.64  -0.756
Se1 1.46 -0.41 3.99  0.764
N2 2.50 -2.70 5.31  0.098
C3 2.20 -4.01 5.63  -0.187
C4 2.90 -5.00 6.29  -0.028
C5 2.28 -6.23 6.44  -0.117
C6 0.99 -6.46 5.94  -0.112
C7 0.29 -5.45 5.28  -0.014
C8 0.91 -4.23 5.14  -0.164
H1 -0.77 -1.91 3.40  0.032
H2 -1.59 -2.95 4.60  0.096
H3 -0.90 -3.64 3.10  0.089
H4 3.35 -2.20 5.48  0.141
H5 3.90 -4.83 6.66  0.105
H6 2.80 -7.04 6.94  0.091
H7 0.54 -7.43 6.07  0.092
H8 -0.70 -5.63 4.89  0.106
C9 -0.50 6.49 -4.74  -0.128
C10 -1.21 5.21 -4.32  -0.310
S1 -0.67 3.86 -5.37  0.639
O5 -1.14 4.15 -6.71  -0.338
O6 0.72 3.66 -5.13  -0.274
C11 -1.63 2.50 -4.74  -0.212
C12 -0.97 1.12 -4.92  -0.147
N3 -0.04 0.82 -3.85  0.041
C13 -0.38 0.82 -2.52  -0.336
N4 0.69 0.73 -1.77  -0.072
C14 1.78 0.65 -2.61  -0.050
C15 1.34 0.69 -3.92  -0.184
N5 2.06 0.56 -5.08  -0.404
O7 3.33 0.48 -4.98  -0.119
O8 1.43 0.45 -6.21  -0.160
C16 -1.78 0.82 -2.02  -0.034
H9 -0.82 7.32 -4.10  0.071
H10 -0.73 6.74 -5.77  0.071
H11 0.58 6.37 -4.64  0.077
H12 -2.29 5.28 -4.42  0.099
H13 -0.95 4.92 -3.30  0.107
H14 -2.58 2.55 -5.26  0.105
H15 -1.80 2.71 -3.68  0.077
H16 -0.40 1.04 -5.84  0.101
H17 -1.77 0.38 -4.93  0.120
H18 2.79 0.55 -2.25  0.102
H19 -2.45 0.29 -2.71  0.081
H20 -2.18 1.81 -1.83  0.034
H21 -1.80 0.30 -1.06  0.039
O9 1.18 1.87 2.24  -1.246
Te1 2.60 2.51 1.02  0.512
N6 -3.08 0.48 1.80  0.056
C17 -2.24 1.56 1.91  -1.024
N7 -1.31 1.49 2.86  0.065
S2 -2.43 2.91 0.92  0.504
H22 -2.61 -0.41 1.89  0.066
H23 -3.63 0.53 0.96  0.059
H24 -1.13 0.58 3.27  0.033
H25 -0.41 1.97 2.66  0.005

***

Record 3
A cluster of 2 separate species, C17H19NO in total in a non-equilibrium geometry. Source: the Open Molecules 2025 dataset; level of theory: ωB97M-V with the def2-TZVPD basis set.

Properties
Strongest force on any atom, eV/Å: 1.124
Multiplicity: 1
E_tot, eV: -21474.9777
Gap between HOMO and LUMO, eV: 8.6
Molecular weight, g mol⁻¹: 253.35
Net charge: 0
SMILES string: Cc1c[nH]c2ccccc12.CCc1ccc(O)cc1

Each line ends with the Löwdin charge.
Atoms and positions in Å:
C1 3.03 -1.20 -2.19  -0.050
C2 2.07 -0.16 -1.74  -0.238
C3 1.18 0.55 -2.47  -0.067
N1 0.60 1.56 -1.71  0.086
C4 1.08 1.45 -0.43  -0.218
C5 0.83 2.15 0.74  -0.039
C6 1.53 1.83 1.90  -0.113
C7 2.58 0.91 1.88  -0.089
C8 2.80 0.17 0.72  -0.028
C9 2.05 0.43 -0.42  -0.146
H1 2.68 -1.70 -3.10  0.079
H2 3.13 -2.03 -1.50  0.073
H3 4.01 -0.79 -2.38  0.079
H4 0.91 0.44 -3.51  0.121
H5 -0.36 1.82 -1.89  0.147
H6 0.29 3.09 0.74  0.116
H7 1.28 2.46 2.74  0.101
H8 3.23 0.77 2.73  0.098
H9 3.54 -0.61 0.72  0.105
C10 -1.87 -3.22 -0.66  -0.101
C11 -1.04 -1.93 -0.60  -0.221
C12 -1.65 -0.84 0.23  -0.249
C13 -1.09 -0.48 1.45  -0.042
C14 -1.54 0.61 2.16  -0.041
C15 -2.57 1.38 1.65  -0.335
O1 -2.97 2.56 2.22  0.041
C16 -3.16 1.05 0.44  -0.015
C17 -2.62 0.01 -0.30  -0.046
H10 -1.89 -3.83 0.25  0.073
H11 -1.53 -3.85 -1.49  0.069
H12 -2.90 -3.03 -0.95  0.070
H13 -0.05 -2.15 -0.23  0.104
H14 -0.89 -1.63 -1.64  0.103
H15 -0.27 -1.07 1.82  0.120
H16 -1.05 0.97 3.06  0.111
H17 -2.53 2.73 3.06  0.109
H18 -3.92 1.72 0.06  0.117
H19 -2.91 -0.15 -1.34  0.119

***

Record 4
The molecule C19H23ClN2O2 in a non-equilibrium geometry. Source: the Open Molecules 2025 dataset; level of theory: ωB97M-V with the def2-TZVPD basis set.

Properties
Strongest force on any atom, eV/Å: 1.122
Multiplicity: 1
E_tot, eV: -39674.7088
Gap between HOMO and LUMO, eV: 8.8
Molecular weight, g mol⁻¹: 346.86
Net charge: 0
SMILES string: Cc1cc(C(=O)N[C@@H]2CCCN(Cc3ccc(Cl)cc3)C2)c(C)o1

Each line ends with the Löwdin charge.
Atoms and positions in Å:
C1 -2.21 3.03 -3.83  -0.010
C2 -2.21 2.78 -2.36  -0.315
C3 -1.23 2.34 -1.52  0.022
C4 -1.82 2.29 -0.21  -0.079
C5 -1.21 1.88 1.06  -0.436
O1 -1.84 1.74 2.10  0.060
N1 0.13 1.65 1.00  0.111
C6 0.89 1.22 2.15  -0.284
C7 2.38 1.42 1.91  -0.145
C8 2.92 0.41 0.90  -0.168
C9 2.55 -1.02 1.34  -0.176
N2 1.13 -1.21 1.55  -0.163
C10 0.37 -1.38 0.33  -0.153
C11 0.67 -2.71 -0.31  -0.216
C12 0.81 -2.84 -1.68  -0.036
C13 1.08 -4.07 -2.26  -0.107
C14 1.22 -5.18 -1.45  -0.681
Cl1 1.56 -6.72 -2.16  0.661
C15 1.09 -5.07 -0.07  -0.098
C16 0.81 -3.84 0.49  -0.029
C17 0.61 -0.26 2.49  -0.131
C18 -3.12 2.71 -0.37  -0.240
C19 -4.22 2.87 0.60  0.013
O2 -3.35 3.00 -1.67  0.100
H1 -2.96 2.41 -4.32  0.085
H2 -1.23 2.80 -4.24  0.083
H3 -2.45 4.07 -4.03  0.085
H4 -0.24 2.08 -1.81  0.108
H5 0.62 1.80 0.14  0.115
H6 0.55 1.83 3.01  0.149
H7 2.57 2.44 1.57  0.116
H8 2.91 1.28 2.86  0.119
H9 2.50 0.60 -0.09  0.098
H10 4.00 0.50 0.81  0.112
H11 2.90 -1.74 0.60  0.121
H12 3.05 -1.23 2.29  0.126
H13 0.54 -0.58 -0.42  0.106
H14 -0.69 -1.35 0.59  0.139
H15 0.70 -1.97 -2.32  0.111
H16 1.18 -4.16 -3.33  0.103
H17 1.20 -5.95 0.55  0.104
H18 0.72 -3.74 1.56  0.117
H19 -0.47 -0.40 2.59  0.120
H20 1.07 -0.47 3.46  0.128
H21 -3.87 2.56 1.58  0.073
H22 -4.54 3.91 0.64  0.090
H23 -5.08 2.27 0.31  0.090

***

In order of appearance, energy relative to the best compared isomer or geometry (same formula, charge and spin) = 61.8; 0.0; 29.0; 0.0 kcal per mole.